A structure of composition C2H5Br2N at a distorted geometry. Source: OMol25; level of theory: ωB97M-V with the def2-TZVPD basis set.

Cartesian coordinates (Å):
C (1.224, 0.279, 0.209)
C (-0.008, -0.500, -0.282)
N (-1.136, 0.151, 0.395)
Br (-1.559, 1.863, 0.138)
Br (-2.963, -1.264, -0.365)
H (1.086, 0.492, 1.275)
H (2.084, -0.425, 0.036)
H (1.287, 1.240, -0.370)
H (-0.159, -0.479, -1.366)
H (0.146, -1.356, 0.330)

Computed properties:
- Charge: 0
- Lowest unoccupied orbital energy (spin up / spin down): -2.094 / -1.622 eV
- Spin multiplicity: 1
- HOMO energy (spin up / spin down): -9.712 / -9.530 eV